Record 1
{
  "formula": "C18H33Br2NO3",
  "method": "the ωB97M-V functional and the def2-TZVPD basis",
  "elements": ["Br", "Br", "O", "O", "O", "N", "C", "C", "C", "C", "C", "C", "C", "C", "C", "C", "C", "C", "C", "C", "C", "C", "C", "C", "H", "H", "H", "H", "H", "H", "H", "H", "H", "H", "H", "H", "H", "H", "H", "H", "H", "H", "H", "H", "H", "H", "H", "H", "H", "H", "H", "H", "H", "H", "H", "H", "H"],
  "positions_angstrom": [[-17.579, -5.317, 14.897], [-15.423, -1.221, 15.272], [-14.355, -2.666, 19.128], [-17.694, -6.796, 19.444], [-13.342, -2.528, 23.661], [-19.646, -4.260, 20.764], [-13.578, -3.864, 23.385], [-21.302, -3.681, 19.314], [-21.554, -3.052, 20.512], [-14.860, -4.250, 24.166], [-16.791, -7.531, 20.215], [-14.164, -2.101, 24.667], [-15.411, -2.903, 24.475], [-20.643, -3.544, 21.423], [-16.250, -3.997, 19.713], [-14.796, -4.085, 19.246], [-16.529, -2.539, 19.927], [-15.133, -1.812, 19.986], [-16.738, -2.555, 14.677], [-17.697, -7.104, 18.068], [-16.549, -3.756, 15.586], [-20.080, -4.374, 19.468], [-16.244, -7.500, 17.900], [-15.737, -8.059, 19.244], [-12.752, -4.486, 23.728], [-14.687, -1.923, 20.975], [-15.535, -4.874, 23.580], [-14.175, -4.577, 19.995], [-16.563, -4.592, 20.572], [-16.351, -6.836, 20.930], [-16.426, -2.782, 13.658], [-15.996, -2.936, 25.394], [-17.239, -2.339, 20.730], [-16.913, -2.166, 18.978], [-18.758, -4.484, 21.192], [-15.991, -2.523, 23.634], [-15.486, -3.998, 15.609], [-14.722, -7.777, 19.520], [-18.390, -7.914, 17.840], [-15.653, -6.664, 17.526], [-17.777, -2.227, 14.653], [-14.603, -4.801, 25.070], [-14.682, -4.748, 18.389], [-14.281, -1.033, 24.480], [-16.906, -4.406, 18.945], [-19.408, -4.817, 18.749], [-15.982, -9.121, 19.275], [-16.911, -3.559, 16.595], [-21.684, -3.481, 18.324], [-13.682, -4.035, 22.314], [-15.316, -0.786, 19.668], [-17.287, -8.317, 20.784], [-17.944, -6.230, 17.465], [-20.453, -3.197, 22.428], [-13.663, -2.335, 25.605], [-16.185, -8.304, 17.167], [-22.289, -2.289, 20.723]],
  "forces_ev_per_a": [[0.465, 0.686, 0.127], [-0.641, -0.004, -0.019], [0.079, -0.791, -1.196], [-2.038, 1.347, 0.744], [1.669, 0.321, -1.928], [-2.381, 0.700, 0.065], [-0.241, -1.725, 0.122], [2.751, -0.827, -1.708], [-0.370, -0.251, 1.697], [0.583, -0.819, -0.720], [0.581, 0.758, 0.185], [-0.262, 0.891, 0.349], [-1.138, 0.306, 1.059], [1.361, 1.237, 0.392], [-0.635, -0.790, -0.314], [-0.033, 1.213, 1.643], [0.548, 1.275, -0.609], [-1.456, -2.918, 0.621], [0.300, -0.592, -0.260], [1.276, -0.417, 0.873], [-0.056, 0.058, -0.222], [0.064, 0.316, -0.275], [0.774, -0.962, -1.342], [-1.554, -0.169, -0.019], [0.269, -0.037, -0.014], [-0.025, 0.651, 0.279], [0.022, -0.014, -0.011], [0.172, 0.188, 0.347], [0.765, -0.134, 0.313], [-0.054, 0.078, 0.228], [-0.104, -0.063, 0.140], [-0.369, 0.221, -0.173], [0.132, 0.202, -0.025], [-0.567, 0.202, 0.152], [-0.312, -0.391, -0.467], [-0.113, 0.149, 0.099], [-0.254, -0.396, 0.049], [-0.093, -0.378, -0.184], [-0.130, -0.124, -0.027], [0.045, 0.023, 0.116], [0.299, 0.474, 0.252], [-0.003, 0.042, 0.048], [0.168, 1.003, -0.718], [-0.135, 0.102, 0.651], [-0.040, 0.129, -0.179], [-0.377, -0.189, -0.084], [1.160, -0.277, -0.348], [0.017, -0.104, -0.110], [-0.389, -0.127, 0.193], [-0.024, 0.220, -0.153], [0.941, -0.136, -0.321], [-0.124, -0.151, -0.070], [-0.173, -0.012, 0.321], [-0.163, -0.183, 0.062], [-0.293, 0.348, 0.600], [0.294, 0.173, -0.318], [-0.187, -0.332, 0.089]],
  "lowdin_charge": [0.635, 0.627, -0.158, -0.182, -0.126, 0.032, -0.206, -0.113, -0.134, -0.164, -0.219, -0.241, -0.185, -0.142, -0.198, -0.134, -0.159, -0.156, -0.678, -0.215, -0.676, -0.124, -0.169, -0.127, 0.115, 0.103, 0.104, 0.097, 0.085, 0.100, 0.047, 0.118, 0.105, 0.103, 0.128, 0.115, 0.048, 0.113, 0.124, 0.090, 0.067, 0.112, 0.099, 0.131, 0.079, 0.086, 0.108, 0.042, 0.090, 0.100, 0.121, 0.117, 0.038, 0.097, 0.127, 0.108, 0.095],
  "e_homo_ev": -7.953,
  "smiles": "c1cc[nH]c1.C1CCOC1.C1CCOC1.C1CCOC1.BrCCBr",
  "orbital_gap_ev": 8.434,
  "lumo_ev": 0.480
}

---

Record 2
{
  "formula": "C18H33ClN3O3",
  "method": "the ωB97M-V functional and the def2-TZVPD basis",
  "elements": ["Cl", "O", "O", "O", "N", "N", "N", "C", "C", "C", "C", "C", "C", "C", "C", "C", "C", "C", "C", "C", "C", "C", "C", "C", "C", "H", "H", "H", "H", "H", "H", "H", "H", "H", "H", "H", "H", "H", "H", "H", "H", "H", "H", "H", "H", "H", "H", "H", "H", "H", "H", "H", "H", "H", "H", "H", "H", "H"],
  "positions_angstrom": [[-0.568, 1.757, 3.473], [6.444, 0.315, -0.556], [6.524, -1.778, 0.412], [-0.009, 3.391, -1.101], [1.003, -1.655, 0.042], [-0.218, -0.220, 1.592], [0.145, -4.351, 0.274], [-0.259, -1.045, 0.385], [1.170, -0.276, 2.079], [-1.070, 4.289, -1.412], [3.487, -1.592, 1.034], [1.201, -4.085, -0.491], [-1.526, -1.314, -0.566], [-0.668, 0.833, -3.129], [-3.660, 0.655, 3.488], [-2.600, -2.356, 0.040], [4.209, -0.426, 0.137], [-0.537, 5.700, -1.553], [1.919, -1.171, 1.075], [-1.305, 0.575, 2.235], [-2.174, 0.118, -1.002], [-2.407, -0.289, 3.016], [-2.142, 0.353, -2.606], [5.790, -0.623, 0.002], [1.400, -2.570, -1.059], [-2.859, 1.226, -2.873], [-1.838, 1.258, 1.469], [-3.402, 1.767, 3.466], [-1.823, 4.232, -0.619], [-1.152, -1.783, -1.560], [-2.885, -1.128, 2.391], [0.177, -5.344, 0.565], [1.670, 0.201, 2.982], [3.954, 0.568, 0.675], [0.777, -2.477, -2.012], [-3.983, 0.262, 4.514], [3.649, -0.431, -0.870], [-2.186, -2.684, 1.074], [6.958, -2.091, -0.428], [-0.045, 1.308, -2.281], [1.940, -4.937, -0.674], [-1.529, 3.959, -2.347], [3.919, -1.631, 2.106], [-1.911, -0.811, 3.921], [-0.057, 6.027, -0.625], [-3.605, -1.830, 0.273], [-1.341, 6.399, -1.797], [-3.226, 0.289, -0.587], [2.503, -2.490, -1.368], [3.640, -2.633, 0.574], [-2.401, -0.596, -3.198], [-2.808, -3.261, -0.634], [-0.096, -0.072, -3.573], [-1.468, 0.930, -0.564], [-4.566, 0.502, 2.786], [0.387, 3.685, -0.268], [0.222, 5.747, -2.338], [-0.767, 1.604, -3.989]],
  "forces_ev_per_a": [[-0.419, -1.090, -1.230], [-3.030, -3.999, 2.328], [-2.147, 0.881, -1.590], [0.112, -0.407, 0.222], [-1.177, 4.193, 3.979], [3.647, -2.531, -2.366], [3.288, 0.791, -2.302], [-0.159, -0.569, -0.486], [1.473, -3.415, -4.326], [0.132, 0.328, 0.192], [-0.753, 0.971, 0.074], [-2.473, -0.737, 1.935], [-0.273, 0.477, -0.497], [0.002, -0.350, -0.107], [0.007, -0.821, -0.403], [-0.020, 0.353, 1.340], [-0.662, -1.255, 1.591], [-0.003, 0.116, -0.107], [-1.134, 0.981, 2.060], [-1.940, 0.448, 0.251], [0.979, 0.520, -0.418], [-0.505, -0.015, 0.362], [0.724, 0.815, -0.075], [2.843, 3.706, -2.641], [-0.040, -2.446, -0.052], [0.937, -1.744, 0.520], [1.165, -1.287, 1.104], [-0.307, -1.634, 0.406], [-0.150, 0.082, -0.099], [-0.195, 0.835, 1.898], [1.182, 1.368, 0.586], [-0.003, 0.624, -0.228], [-1.366, -0.607, -1.466], [0.855, -1.559, -1.137], [0.708, 0.240, 1.561], [0.468, 1.030, -1.397], [1.459, 0.186, 1.276], [-0.800, 0.034, -1.933], [-0.134, 0.586, 1.261], [-1.060, -0.708, -1.428], [-0.655, 1.610, -0.273], [0.138, -0.144, 0.099], [-0.837, 0.172, -1.796], [-0.695, 1.022, -1.449], [-0.134, 0.022, 0.000], [1.652, -0.763, -0.611], [0.083, 0.001, 0.048], [1.468, -0.507, -0.498], [-1.720, 0.468, 0.771], [-0.396, 1.582, 0.699], [-0.049, 1.436, 1.009], [0.552, 1.455, 1.074], [-0.805, 1.467, 0.782], [-1.360, -1.071, -0.791], [1.573, 0.213, 1.012], [-0.047, -0.001, -0.252], [-0.138, -0.039, 0.014], [0.138, -1.315, 1.504]],
  "lowdin_charge": [0.626, 0.051, 0.029, -0.115, 0.011, -0.017, 0.092, -0.037, 0.041, -0.321, -0.116, -0.139, -0.229, -0.124, -0.111, -0.079, -0.077, -0.085, -0.101, -0.563, -0.169, -0.231, -0.221, -0.368, -0.091, 0.113, 0.119, 0.064, 0.108, 0.125, 0.088, 0.063, 0.119, 0.141, 0.131, 0.087, 0.129, 0.074, 0.138, 0.057, 0.126, 0.110, 0.137, 0.124, 0.076, 0.084, 0.080, 0.116, 0.129, 0.110, 0.109, 0.092, 0.066, 0.088, 0.084, 0.085, 0.082, 0.086],
  "e_homo_ev": -12.289,
  "total_charge": 1,
  "orbital_gap_ev": 9.349,
  "lumo_ev": -2.941
}

---

Record 3
{
  "formula": "C18H33ClNO4P",
  "method": "the ωB97M-V functional and the def2-TZVPD basis",
  "elements": ["Cl", "P", "O", "O", "O", "O", "N", "C", "C", "C", "C", "C", "C", "C", "C", "C", "C", "C", "C", "C", "C", "C", "C", "C", "C", "H", "H", "H", "H", "H", "H", "H", "H", "H", "H", "H", "H", "H", "H", "H", "H", "H", "H", "H", "H", "H", "H", "H", "H", "H", "H", "H", "H", "H", "H", "H", "H", "H"],
  "positions_angstrom": [[3.959, -1.110, 0.508], [0.421, 1.704, 0.010], [2.616, 0.912, 1.428], [-3.588, -1.936, 2.266], [-0.158, -0.072, -2.494], [4.203, 2.625, 0.940], [5.426, 1.221, -1.922], [-1.017, 1.015, 1.017], [1.053, -0.645, -1.878], [-3.017, -3.026, 1.529], [5.759, 2.680, -2.131], [1.613, 0.397, -0.702], [1.430, -1.517, 1.401], [-0.194, 2.959, -1.287], [-1.261, -1.041, -2.569], [-4.859, -2.353, 2.785], [-5.207, -3.656, 2.099], [-0.904, 4.196, -0.411], [2.258, -0.321, 0.649], [-3.846, -4.252, 1.846], [3.359, 1.735, 0.416], [3.954, 0.920, -2.253], [-2.511, 1.115, 0.273], [1.331, -1.609, 2.899], [2.897, 1.383, -1.110], [-3.833, -4.994, 1.044], [-5.707, -3.454, 1.144], [-0.766, 5.246, -0.908], [6.917, 2.737, -2.413], [5.673, 3.289, -1.109], [5.148, 3.206, -2.982], [1.829, -0.799, -2.757], [-3.474, -4.729, 2.760], [3.909, -0.269, -2.350], [-1.115, 1.688, 2.001], [-3.050, 0.060, 0.414], [-1.060, 2.554, -1.991], [-3.114, 1.985, 0.793], [-4.749, -2.491, 3.866], [-2.436, 1.284, -0.882], [0.337, -1.295, 3.480], [-1.966, -3.148, 1.808], [3.669, 1.314, -3.343], [0.630, 3.405, -1.990], [0.847, -2.292, 0.723], [-3.070, -2.774, 0.465], [-0.937, -0.086, 1.393], [-0.456, 4.234, 0.683], [-2.271, -0.425, -2.447], [-2.071, 3.984, -0.324], [-1.272, -1.851, -1.723], [2.537, 2.443, -1.513], [-5.861, -4.292, 2.700], [5.672, 0.881, -0.966], [0.880, -1.702, -1.402], [-5.604, -1.572, 2.607], [-1.208, -1.534, -3.648], [2.254, -1.928, 3.558]],
  "forces_ev_per_a": [[-0.351, 0.021, -0.856], [0.439, 1.368, 0.567], [1.180, -1.160, -2.966], [-0.069, -0.313, -0.109], [0.196, -2.193, 1.555], [-5.469, -5.669, -3.975], [-2.060, 0.944, -0.949], [-2.637, -0.141, 0.506], [0.999, 0.184, -0.131], [0.205, 0.342, -0.159], [1.707, 0.850, 1.140], [0.845, -1.270, -1.225], [-0.859, 1.173, 2.144], [-2.188, 0.738, -1.069], [-0.975, 0.283, -0.756], [0.027, 0.305, 0.360], [-0.601, -0.008, -0.265], [-0.300, -0.365, 0.363], [0.476, -0.297, 0.918], [0.355, -0.539, 0.167], [3.473, 3.448, 3.933], [1.030, -2.240, 0.277], [-0.012, -0.707, 0.268], [0.351, 0.377, -1.936], [-1.073, 1.554, 0.420], [0.029, 0.095, 0.087], [0.003, -0.029, 0.126], [-0.168, -2.102, 0.836], [-2.516, -0.026, 0.396], [-0.134, -1.073, -2.303], [1.047, -1.303, 1.677], [-1.359, 0.404, 1.942], [-0.003, 0.021, -0.132], [-0.024, 2.547, 0.320], [0.542, -1.483, -2.206], [0.932, 2.487, -0.129], [1.961, 0.745, 1.256], [1.029, -1.931, -1.279], [-0.104, 0.002, -0.001], [-0.065, -0.102, 2.272], [1.718, -2.295, -1.527], [-0.056, 0.120, 0.019], [0.631, -0.485, 2.694], [-1.332, -1.126, 1.608], [0.164, 2.661, 1.293], [0.058, -0.071, -0.082], [0.389, 2.050, -0.846], [-0.852, -0.030, -2.254], [2.179, -1.318, -0.454], [2.546, 0.466, -0.160], [0.348, 1.511, -1.546], [0.379, -2.223, 1.159], [0.069, 0.104, -0.063], [-0.516, 0.644, -1.107], [0.047, 2.039, -0.864], [0.165, 0.013, 0.013], [-0.348, 0.765, 2.366], [-1.448, 2.236, -1.341]],
  "lowdin_charge": [0.648, 1.031, -0.178, -0.157, -0.274, 0.002, -0.147, -0.366, -0.142, -0.215, -0.166, -0.370, -0.153, -0.396, -0.112, -0.202, -0.182, -0.183, -0.632, -0.180, -0.283, -0.204, -0.165, 0.007, -0.190, 0.117, 0.118, 0.073, 0.088, 0.085, 0.090, 0.131, 0.119, 0.105, 0.097, 0.070, 0.071, 0.078, 0.118, 0.043, 0.089, 0.112, 0.144, 0.083, 0.110, 0.109, 0.063, 0.070, 0.099, 0.071, 0.092, 0.139, 0.117, 0.086, 0.113, 0.120, 0.110, 0.080],
  "e_homo_ev": -7.498,
  "smiles": "C=C[C@]1(Cl)OC(=O)[C@@H](CNC)[C@]1(COC)P(CC)CC.C1CCOC1",
  "orbital_gap_ev": 6.436,
  "lumo_ev": -1.062
}

---

- Which formula does entry 2 have?
  C18H33ClN3O3